No. 1
This record from OMol25 describes a cluster of 12 separate species, C40H70N6O14S2 in total in a non-equilibrium geometry. The level of theory is wB97M-V/def2-TZVPD.

- molecular weight (g/mol) = 923.16
- Kohn-Sham gap (eV) = 8.919
- lowest unoccupied orbital energy (hartree) = -0.007

Structure (ORCA input):
```
! RIJCOSX wB97M-V def2-TZVPD def2/J DEFGRID3
* xyz 0 1
S -0.38 -0.49 -0.38
S -1.64 0.89 -5.33
O 2.17 -2.46 -2.35
O 0.43 4.00 -1.63
O 0.91 -4.31 -3.29
O -4.35 3.52 1.22
O -2.15 -0.53 -5.51
O -6.55 0.93 -0.53
O -4.17 1.48 2.20
O -2.62 3.02 2.35
O 1.51 5.28 -3.19
O -4.69 0.03 -1.22
O -5.63 1.63 -2.45
O 0.24 -2.20 -3.45
O -0.54 -0.91 1.08
O 1.55 5.91 -1.05
N 4.65 3.62 2.65
N 2.03 -1.43 -6.11
N 3.29 -5.67 4.11
N -1.43 -6.57 2.06
N 4.31 0.78 0.62
N -0.05 0.42 5.53
C -3.75 2.59 1.95
C 2.56 3.76 1.04
C -5.66 0.88 -1.50
C 1.09 4.97 -1.91
C 1.68 -5.21 1.99
C -3.24 1.77 -5.18
C -6.45 -0.17 0.30
C 1.83 -3.90 1.17
C 2.90 -0.61 3.81
C -0.72 -2.98 -4.18
C 5.26 -0.02 2.89
C 0.80 3.60 2.90
C 4.41 -0.98 3.74
C -0.89 -0.05 4.91
C -2.28 4.25 1.69
C -1.21 1.13 -3.57
C 3.60 -0.52 -4.25
C -3.31 -0.37 4.50
C 4.72 0.39 1.58
C -1.15 1.21 -0.29
C 3.26 -3.79 0.63
C -1.89 -0.66 4.02
C -4.97 -0.72 -0.06
C 2.71 -1.03 -5.27
C -2.53 -3.59 0.58
C -1.75 -5.88 1.17
C 3.75 3.70 1.92
C 2.30 6.87 -1.67
C -0.43 -4.38 -3.73
C -2.11 -4.97 0.08
C 5.89 -1.59 -5.12
C -3.57 -0.72 5.95
C 4.95 -1.39 -3.94
C 1.20 -2.98 -2.97
C -3.61 4.73 1.26
C 2.28 6.48 -3.15
C 2.58 -5.47 3.21
C -3.66 -3.61 1.55
C 1.32 4.41 1.76
C 1.38 0.03 -0.56
H -1.77 4.91 2.39
H 1.56 5.45 1.95
H -2.96 -5.50 -0.34
H -3.20 2.84 -4.96
H 1.34 0.55 -1.52
H -0.64 -2.76 -5.24
H -4.65 -3.82 1.13
H -7.17 -0.96 0.08
H -1.17 1.62 0.72
H -4.02 -0.80 3.80
H 3.26 -4.66 -0.03
H -0.37 0.47 -3.39
H 4.80 -0.92 4.76
H -3.69 1.54 -6.15
H 1.72 -3.04 1.84
H -0.90 2.16 -3.42
H 5.51 -0.76 -3.24
H 2.42 -0.63 2.82
H 3.96 -4.01 1.44
H 6.26 -0.44 2.72
H -1.66 -2.99 0.82
H 3.30 6.37 -3.52
H -2.21 1.19 -0.55
H -4.26 -0.52 0.74
H 2.39 2.83 0.51
H 2.73 0.41 4.17
H 1.66 3.23 3.46
H 3.87 0.45 -4.66
H 1.95 7.88 -1.51
H -1.31 -5.03 -0.66
H 0.69 -5.16 2.44
H -1.19 -4.73 -3.03
H -0.71 1.89 -1.02
H 2.84 4.50 0.29
H 2.32 -1.28 4.45
H 5.35 0.87 3.51
H 1.67 -6.08 1.34
H 5.88 -0.65 -5.68
H -0.48 -5.05 -4.59
H 2.02 -0.85 -0.57
H -3.98 5.33 2.10
H 1.06 -3.78 0.41
H 5.57 -2.43 -5.73
H 1.68 7.17 -3.74
H -1.80 -1.74 3.86
H -3.36 0.22 6.47
H -1.72 -2.78 -3.80
H 4.65 -2.00 3.45
H 2.86 -0.45 -3.45
H -3.55 5.21 0.28
H -3.41 -4.30 2.36
H -1.76 4.01 0.77
H -3.85 1.35 -4.38
H 3.35 6.77 -1.38
H 6.92 -1.77 -4.83
H -3.39 0.71 4.38
H -3.00 -1.56 6.36
H -4.66 -0.68 5.89
H 0.20 4.23 3.56
H -1.76 -0.20 3.04
H 4.73 -2.36 -3.49
H 0.28 2.69 2.60
H -1.98 0.78 -2.88
H -3.88 -2.63 1.97
H -6.47 0.05 1.37
H 1.71 0.67 0.25
H 0.50 4.61 1.07
H -5.01 -1.80 -0.20
H 3.59 -2.85 0.19
H -2.85 -3.16 -0.37
*
```

***

No. 2
This record from OMol25 describes a cluster of 4 separate species, C40H71Cl3O9S in total in a non-equilibrium geometry. The level of theory is wB97M-V/def2-TZVPD.

- molecular weight (g/mol) = 834.42
- Kohn-Sham gap (eV) = 10.645
- lowest unoccupied orbital energy (hartree) = 0.015

Structure (ORCA input):
```
! RIJCOSX wB97M-V def2-TZVPD def2/J DEFGRID3
* xyz 0 1
Cl 4.89 -2.63 2.56
Cl 5.93 1.20 -1.03
Cl 4.37 -2.02 -0.59
S 3.89 1.78 2.63
O -4.90 -2.17 2.18
O 2.44 6.09 -1.99
O 2.59 8.28 -2.42
O -2.40 -6.41 6.75
O 4.92 2.40 1.87
O -2.69 -2.13 1.79
O 3.93 2.18 4.00
O 4.00 0.18 2.67
O -2.99 -6.67 4.60
C -2.07 1.02 0.34
C -2.15 -6.43 5.41
C 0.28 -3.92 -5.93
C 1.06 -2.73 3.18
C -3.21 1.04 -1.88
C 3.46 9.36 -2.05
C -0.12 1.17 1.92
C -2.29 0.21 -0.98
C 1.78 3.47 2.81
C -6.02 -2.99 1.78
C 4.06 8.95 -0.71
C -1.23 -5.98 7.47
C 0.82 4.36 2.01
C 4.11 7.43 -0.84
C -3.77 -2.60 1.56
C 3.40 -0.54 1.58
C 2.41 -2.02 3.40
C 2.24 2.24 2.04
C 2.96 7.14 -1.78
C 4.29 0.70 -0.55
C 1.96 -0.12 1.24
C -4.38 1.03 -4.17
C 1.32 4.75 0.63
C 1.18 3.19 4.20
C -0.70 -6.05 5.16
C -0.03 -2.44 -6.26
C 4.40 -0.52 0.39
C -5.61 -3.60 0.45
C -4.10 -3.73 0.61
C -0.91 -4.74 -5.43
C -1.49 -2.15 -6.58
C 3.27 -1.98 2.12
C -0.63 1.61 0.54
C -4.13 0.24 -2.86
C -3.82 0.39 -5.44
C 3.52 0.45 -1.85
C -0.06 -6.26 6.53
C -2.35 -0.05 -5.37
C 1.37 0.96 2.15
C -2.23 -1.58 -5.35
H 1.58 3.93 4.88
H -6.90 -2.36 1.70
H 5.02 9.41 -0.51
H -0.26 -6.70 4.40
H -1.85 0.37 -4.51
H -1.53 -5.02 -6.28
H 0.26 -7.29 6.64
H -2.32 0.38 1.17
H -1.53 -4.16 -4.77
H -1.85 0.36 -6.24
H 2.38 4.96 0.70
H -0.66 -5.01 4.84
H 1.47 0.64 3.18
H -2.63 1.74 -2.46
H 0.23 -2.09 3.44
H -6.18 -3.74 2.55
H 2.30 2.45 0.98
H 1.31 -0.98 1.32
H -0.53 1.85 2.65
H 2.66 4.07 2.98
H -3.56 -3.61 -0.33
H 0.72 5.27 2.59
H 0.10 3.28 4.23
H 1.04 -3.94 -5.16
H -1.68 -1.90 -4.47
H 0.68 -4.39 -6.82
H 1.21 3.93 -0.07
H -3.22 -2.01 -5.28
H 0.79 5.62 0.27
H -0.75 2.68 0.45
H 4.22 9.48 -2.82
H 1.85 0.22 0.22
H -1.49 -1.38 -7.34
H -4.41 -0.49 -5.66
H -3.82 -4.67 1.08
H 3.97 6.92 0.10
H -5.46 1.11 -4.29
H 2.94 -2.59 4.14
H 2.61 -0.10 -1.67
H -3.99 2.03 -4.06
H -1.34 -4.92 7.69
H -5.83 -2.90 -0.36
H 0.90 -3.02 2.14
H 1.53 2.24 4.59
H -2.78 1.83 0.35
H 0.59 -2.17 -7.11
H -6.12 -4.54 0.23
H 0.31 -1.84 -5.43
H -0.59 0.21 2.12
H 3.20 1.42 -2.19
H 0.80 -5.62 6.72
H 5.38 -0.49 0.83
H -1.37 -0.05 -1.50
H 3.81 1.54 -0.09
H -0.03 1.29 -0.30
H -1.99 -3.00 -7.01
H -0.17 3.91 2.01
H 3.38 9.22 0.10
H 5.04 7.09 -1.32
H 2.27 -1.04 3.83
H -0.58 -5.65 -4.97
H -1.16 -6.53 8.40
H -3.93 1.12 -6.24
H 4.14 -0.02 -2.60
H -2.76 -0.73 -0.71
H -3.69 -0.73 -3.03
H -3.89 1.62 -1.27
H 1.01 -3.65 3.75
H 2.88 10.28 -1.98
H 2.78 -2.61 1.41
H -5.06 0.12 -2.33
*
```

***

No. 3
This record from OMol25 describes a cluster of 5 separate species, C40H71ClIN7O10S in total in a non-equilibrium geometry. The level of theory is wB97M-V/def2-TZVPD.

- molecular weight (g/mol) = 1004.47
- Kohn-Sham gap (eV) = 7.822
- lowest unoccupied orbital energy (hartree) = 0.000

Structure (ORCA input):
```
! RIJCOSX wB97M-V def2-TZVPD def2/J DEFGRID3
* xyz 0 1
I 1.29 -2.04 4.19
Cl 0.50 -3.75 -3.13
S 0.43 -0.16 -0.77
O 1.63 4.07 -2.59
O -3.16 -0.61 4.03
O -4.17 -5.63 0.35
O 1.46 3.94 5.64
O -0.52 -5.35 -1.39
O 5.18 5.17 -5.55
O -6.33 -0.66 -1.71
O -1.94 -2.12 3.01
O 3.96 -3.02 2.56
O 2.32 -4.52 2.12
N 0.20 -0.61 1.82
N -5.19 -2.54 -2.14
N -0.06 2.76 6.78
N -2.64 -7.22 -0.04
N 0.17 1.27 3.37
N 6.46 4.71 -3.77
N 4.61 2.03 2.28
C 1.60 -1.15 2.18
C -3.10 -1.53 3.29
C 0.05 0.89 1.98
C 4.08 1.55 1.15
C 2.66 -0.05 2.26
C -4.79 -3.72 -2.87
C -0.85 2.35 7.92
C -1.84 2.56 -0.93
C 1.23 -2.89 0.19
C 4.15 1.48 3.41
C -6.14 -1.62 -2.44
C 1.82 3.98 -4.98
C 3.20 0.46 3.43
C -6.92 -1.82 -3.72
C 1.22 4.50 7.95
C 1.63 4.86 -3.77
C -1.98 -0.77 0.57
C -0.71 2.08 -3.22
C -3.43 -6.50 0.79
C -2.00 2.46 -2.45
C -0.42 -4.22 -1.66
C -1.70 -8.27 0.30
C 0.93 2.73 -5.04
C 2.14 -2.29 1.26
C 7.61 4.18 -3.06
C 3.12 0.54 1.08
C 7.23 4.00 -5.99
C -2.01 -3.32 2.21
C 2.88 -3.41 2.06
C 1.76 4.88 -1.44
C -0.71 -3.56 1.50
C -2.78 1.61 -0.18
C -2.65 0.11 -0.50
C -1.04 -3.07 -0.94
C -0.28 -2.62 0.35
C 6.20 4.67 -5.10
C 0.90 3.72 6.70
C -0.46 -1.09 0.56
C -0.51 2.88 -4.49
C -3.36 -6.82 2.27
H -2.77 1.78 0.89
H 2.78 0.22 0.11
H -3.73 -3.64 -3.15
H -2.14 3.56 -0.64
H -4.70 -2.34 -1.28
H 2.85 3.64 -4.96
H -7.63 -1.01 -3.82
H 4.44 1.98 0.23
H -0.78 3.93 -4.35
H -1.98 -9.20 -0.21
H 0.52 2.22 3.40
H -5.37 -3.85 -3.78
H -0.76 1.24 3.79
H -3.78 1.91 -0.49
H 4.54 1.87 4.33
H 2.90 0.10 4.40
H 6.88 4.06 -7.02
H 8.19 4.51 -5.92
H -2.35 -6.66 2.65
H -2.73 -6.96 -1.01
H -0.59 2.94 8.80
H 1.99 5.22 7.72
H -3.68 -0.24 -0.50
H 8.31 3.71 -3.75
H 0.95 5.61 -1.39
H -1.69 -8.46 1.37
H 8.13 4.98 -2.53
H 0.71 5.45 -3.82
H -0.42 -0.96 2.55
H -2.01 -3.44 -0.61
H 0.73 1.42 1.34
H -3.98 -1.91 2.76
H 1.72 4.25 -0.56
H 1.36 -3.97 0.31
H -0.21 2.29 5.90
H -1.25 -2.25 -1.62
H -2.27 -0.33 1.52
H -4.91 -4.60 -2.24
H 1.58 3.83 8.73
H -1.91 2.49 7.72
H 0.34 5.03 8.31
H -2.35 3.42 -2.83
H -0.95 1.15 1.64
H -0.80 2.45 -0.62
H -0.82 1.04 -3.54
H 2.70 5.43 -1.44
H 2.45 5.57 -3.72
H -2.21 -4.17 2.87
H 2.96 -1.86 0.70
H -4.05 -6.16 2.79
H -2.77 1.75 -2.73
H -7.47 -2.77 -3.69
H -1.19 2.50 -5.25
H -2.52 -1.71 0.55
H -2.32 -0.07 -1.51
H 7.35 2.96 -5.71
H 7.29 3.44 -2.33
H 0.10 -3.66 2.22
H -2.88 -3.27 1.56
H -0.78 -4.57 1.09
H 1.72 4.57 -5.89
H -0.20 -0.56 -1.88
H -0.67 1.30 8.14
H -0.69 -7.99 -0.01
H 1.56 -2.67 -0.82
H 0.17 2.15 -2.58
H 5.74 5.17 -3.23
H 0.92 2.36 -6.06
H -6.26 -1.82 -4.58
H 1.42 1.96 -4.46
H -3.65 -7.85 2.45
*
```

***

Question: The lowest lowest unoccupied orbital energy belongs to which entry?
Answer: C40H70N6O14S2